a.
Below is the molecule C5H9NS2, with properties calculated with wB97M-V/def2-TZVPD.

Positions of all 17 atoms, in Å:
N -2.42 1.13 0.89
C -2.18 -0.39 0.90
C -0.72 -0.62 1.29
C 0.24 -0.37 0.42
S 1.98 -0.66 0.80
C 2.60 0.19 -0.61
C 1.67 -0.09 -1.81
S 0.02 0.16 -1.21
H -3.43 1.22 0.69
H -1.94 1.53 0.18
H -2.38 -0.90 0.00
H -2.79 -0.87 1.85
H -0.84 -0.92 2.26
H 3.61 -0.23 -0.79
H 2.96 1.16 -0.26
H 1.79 -1.02 -2.01
H 1.82 0.68 -2.57

Output
HOMO energy: -8.0 eV
Kohn-Sham gap: 8.69 eV

---

b.
Below is the molecule C5H9NS2, with properties calculated with wB97M-V/def2-TZVPD.

Positions of all 17 atoms, in Å:
C -2.85 -1.80 0.18
N -1.86 -0.86 0.12
S -1.93 0.25 -1.16
C -0.92 1.30 -0.12
C 0.41 0.77 0.28
C 1.54 0.41 -0.59
C 2.61 -0.30 0.24
S 1.84 -1.33 -0.90
H -3.72 -2.21 -0.64
H -2.75 -2.32 1.28
H -0.51 2.14 -0.85
H -1.34 1.93 0.62
H 0.36 -0.24 0.75
H 0.81 1.62 0.93
H 2.25 1.13 -1.29
H 2.36 -0.39 1.23
H 3.68 -0.10 -0.06

Output
HOMO energy: -8.6 eV
Kohn-Sham gap: 9.24 eV

---

Quick ranking, most stable first: a, b.

---

a.
Below is C4H11N4 as an isolated structure, with properties calculated with wB97M-V/def2-TZVPD.

Positions of all 19 atoms, in Å:
C 0.44 -1.23 -0.21
C -0.07 0.48 0.56
C -0.59 1.74 1.08
C 2.49 0.45 0.23
N 1.14 -0.06 0.35
N -0.78 -0.58 0.21
N -2.33 -1.69 -1.62
N -1.81 -0.55 -1.68
H 0.58 -1.39 -1.29
H 0.67 -2.06 0.36
H -1.07 1.63 2.03
H -1.34 2.14 0.46
H 0.16 2.47 1.20
H 2.57 1.11 -0.67
H 2.71 1.09 0.99
H 3.03 -0.51 0.12
H -3.31 -1.98 -1.41
H -1.66 -2.41 -1.40
H -2.59 0.22 -1.89

Output
Net charge: +1
HOMO energy (spin up / spin down): -12.6 / -12.6 eV
Kohn-Sham gap (spin up / spin down): 7.42 / 7.43 eV

---

b.
Below is an isolated ion of composition C4H11N4 and charge +1, with properties calculated with wB97M-V/def2-TZVPD.

Positions of all 19 atoms, in Å:
C -0.16 2.32 -1.16
N 0.44 1.24 -1.30
C -0.31 0.12 -1.78
C -0.61 -1.02 -0.69
N 0.15 -0.92 0.48
N 1.57 -0.64 0.47
C -0.45 -0.79 1.66
N 0.18 -0.45 2.74
H -1.07 2.57 -1.63
H 0.37 3.24 -0.97
H 0.38 -0.36 -2.47
H -1.29 0.24 -2.16
H -1.60 -0.91 -0.33
H -0.67 -2.05 -0.95
H 2.07 -1.05 -0.38
H 1.65 0.33 0.43
H -1.50 -1.00 1.71
H -0.35 -0.40 3.51
H 1.17 -0.48 2.81

Output
Net charge: +1
HOMO energy: -13.5 eV
Kohn-Sham gap: 10.32 eV

---

c.
Below is an isolated ion of composition C4H11N4 and charge +1, with properties calculated with wB97M-V/def2-TZVPD.

Positions of all 19 atoms, in Å:
H -1.55 -0.80 -2.30
N -0.49 -0.65 -2.32
C 0.04 -0.28 -1.31
N 1.39 -0.01 -1.36
N 2.26 -0.25 -0.26
C -0.68 -0.14 0.19
C -2.12 -0.56 0.21
C -0.37 1.04 0.98
N 0.85 1.37 1.25
H 1.84 -0.09 -2.28
H 3.20 0.11 -0.45
H 2.34 -1.31 -0.11
H -0.01 -0.91 0.51
H -2.83 0.17 0.64
H -2.32 -1.62 0.72
H -2.30 -0.70 -0.80
H -1.29 1.75 1.30
H 1.16 2.23 1.78
H 1.68 0.51 0.86

Output
Net charge: +1
HOMO energy: -13.7 eV
Kohn-Sham gap: 9.60 eV

---

Quick ranking, most stable first: b, c, a.

---

a.
Below is a 2-piece molecular cluster, C10H16O overall, with properties calculated with wB97M-V/def2-TZVPD.

Positions of all 27 atoms, in Å:
C 2.47 0.65 0.79
C 2.91 1.39 2.05
H 3.11 -0.23 0.61
H 1.46 0.26 0.90
H 2.53 1.29 -0.09
H 2.88 0.72 2.92
H 3.93 1.73 1.94
H 2.26 2.23 2.27
C 0.24 -1.60 -1.36
C -0.45 -2.23 -2.60
C -0.68 -0.70 -0.61
C -1.26 0.43 -1.26
C -0.93 -0.92 0.77
C -2.03 1.30 -0.56
C -1.71 -0.06 1.49
C -2.28 1.06 0.82
O -3.02 1.86 1.54
H 0.55 -2.40 -0.71
H 1.13 -1.04 -1.66
H -1.02 -1.50 -3.17
H -1.07 0.60 -2.31
H -0.47 -1.76 1.26
H -2.46 2.17 -1.04
H -1.90 -0.21 2.54
H -3.37 2.60 1.03
H -1.12 -3.02 -2.29
H 0.31 -2.62 -3.27

Output
Net charge: +1
Multiplicity: 2
HOMO energy (spin up / spin down): -13.9 / -14.7 eV
Kohn-Sham gap (spin up / spin down): 10.18 / 7.28 eV
Expectation value of S²: 0.767

---

b.
Below is a 2-piece molecular cluster, C10H16O overall, with properties calculated with wB97M-V/def2-TZVPD.

Positions of all 27 atoms, in Å:
C 0.65 -2.76 -0.55
C 1.47 -1.55 -0.02
C -0.26 -2.39 -1.71
H 1.32 -3.58 -0.79
H 0.10 -3.18 0.29
H 1.31 -1.58 1.06
H 1.11 -0.60 -0.43
H -1.17 -1.90 -1.34
H 0.20 -1.61 -2.32
H 2.54 -1.69 -0.14
H -0.57 -3.22 -2.34
C 1.40 2.58 -0.73
C 0.55 1.46 1.39
C 0.38 1.82 0.03
C -0.48 0.87 2.05
C -0.91 1.63 -0.57
C -1.74 0.62 1.43
C -1.94 1.04 0.07
O -2.71 0.32 2.24
H 1.43 1.68 1.98
H -0.31 0.66 3.10
H 2.02 1.92 -1.35
H 2.12 2.98 -0.02
H -0.90 1.81 -1.64
H -2.98 1.01 -0.22
H -3.59 0.26 1.81
H 0.97 3.41 -1.29

Output
Net charge: +1
Multiplicity: 2
HOMO energy (spin up / spin down): -13.9 / -14.0 eV
Kohn-Sham gap (spin up / spin down): 10.05 / 6.55 eV
Expectation value of S²: 0.768

---

Quick ranking, most stable first: a, b.

---

a.
Below is the molecule C4H2N2O, with properties calculated with wB97M-V/def2-TZVPD.

Positions of all 9 atoms, in Å:
N -1.90 0.34 0.48
C -0.94 -0.59 0.74
O -1.16 -1.74 1.04
C 0.45 -0.09 0.63
C 1.65 0.17 0.58
C 3.31 0.80 0.44
N 3.08 -0.36 0.70
H -1.67 1.29 0.27
H -2.87 0.06 0.56

Output
HOMO energy: -10.8 eV
Kohn-Sham gap: 10.56 eV

---

b.
Below is the molecule C4H2N2O, with properties calculated with wB97M-V/def2-TZVPD.

Positions of all 9 atoms, in Å:
N 2.85 -0.04 0.03
C 1.71 0.06 -0.02
C 0.28 0.12 -0.06
C -0.63 1.09 0.03
N -1.83 0.64 -0.02
C -1.65 -0.70 0.01
O -0.33 -1.04 0.00
H -0.40 2.15 0.07
H -2.39 -1.42 0.12

Output
HOMO energy: -10.0 eV
Kohn-Sham gap: 10.24 eV

---

Quick ranking, most stable first: b, a.

---

a.
Below is an isolated ion of composition C8H10N3 and charge +1, with properties calculated with wB97M-V/def2-TZVPD.

Positions of all 21 atoms, in Å:
C 3.47 0.12 -0.34
C 2.70 -0.93 -0.96
C 2.83 1.08 0.51
C 1.36 -0.90 -0.76
C 1.47 1.01 0.70
C 0.63 0.02 0.02
C -3.00 -0.03 0.67
C -1.68 -0.87 0.25
N -2.34 1.24 -1.22
N -3.18 0.91 -0.46
N -0.61 -0.03 0.44
H 4.57 0.19 -0.50
H 3.13 -1.87 -1.31
H 3.33 1.94 0.71
H 0.90 -1.77 -1.15
H 0.97 1.74 1.26
H -3.84 -0.71 0.75
H -3.06 0.54 1.53
H -1.50 -1.81 1.00
H -2.02 -1.33 -0.75
H -4.14 1.46 -0.39

Output
Net charge: +1
HOMO energy (spin up / spin down): -13.3 / -11.6 eV
Kohn-Sham gap (spin up / spin down): 7.15 / 4.83 eV

---

b.
Below is C8H10N3 as an isolated structure, with properties calculated with wB97M-V/def2-TZVPD.

Positions of all 21 atoms, in Å:
C 0.86 -3.14 1.29
C 1.70 -2.05 1.61
C -0.53 -1.84 -0.03
C 0.25 -0.73 0.42
C -1.53 -1.44 -0.97
C -1.52 -0.16 -1.28
C 0.88 1.02 -1.07
C -0.82 1.46 0.68
N -0.22 -3.05 0.52
N 1.36 -0.85 1.12
N -0.18 0.49 -0.19
H 1.07 -4.02 1.77
H 2.66 -2.20 1.83
H -2.11 -2.28 -1.22
H -2.27 0.48 -1.76
H 0.51 1.92 -1.44
H 1.88 1.21 -0.55
H 1.17 0.18 -1.81
H -1.31 0.81 1.46
H -0.01 1.95 1.30
H -1.33 2.25 0.14

Output
Net charge: +1
HOMO energy: -13.7 eV
Kohn-Sham gap: 9.18 eV

---

Quick ranking, most stable first: b, a.

---

a.
Below is a 3-piece molecular cluster, C2H7NO overall, with properties calculated with wB97M-V/def2-TZVPD.

Positions of all 11 atoms, in Å:
N 0.57 1.78 -0.54
O 0.55 0.37 -0.60
H 0.71 -0.75 -1.51
H -0.11 2.16 0.12
H 1.52 1.97 -0.19
C 0.08 -0.67 0.39
C -1.22 -0.70 0.71
H -1.98 -0.31 0.04
H 0.84 -0.98 1.09
H 0.58 -1.53 -1.01
H -1.55 -1.34 1.52

Output
HOMO energy: -9.2 eV
Kohn-Sham gap: 10.15 eV

---

b.
Below is a 2-piece molecular cluster, C2H7NO overall, with properties calculated with wB97M-V/def2-TZVPD.

Positions of all 11 atoms, in Å:
C -1.00 -1.65 -0.57
C -1.13 -0.76 0.43
N -0.02 -0.21 1.03
H 0.03 -1.83 -0.88
H -1.70 -2.19 -1.19
H -2.07 -0.61 0.95
H 0.91 -0.36 0.67
H -0.16 0.60 1.60
O 1.69 2.10 -0.67
H 1.71 1.63 -1.53
H 0.91 1.84 -0.22

Output
HOMO energy: -8.3 eV
Kohn-Sham gap: 9.20 eV

---

Quick ranking, most stable first: b, a.